Record 1
Below is a molecular structure, C11H14ClF5N3O5Ru, with properties calculated with wB97M-V/def2-TZVPD.

Geometry as XYZ:
```
40
Properties=species:S:1:pos:R:3
Ru 0.222 -0.246 0.091
N 3.224 1.192 -2.298
C 2.384 0.862 -1.319
O 1.351 0.215 -1.584
C 2.683 1.238 0.100
C 1.381 1.243 0.914
H 3.053 0.844 -3.227
H 4.085 1.667 -2.100
H 3.250 2.171 0.148
H 3.336 0.439 0.467
H 0.885 2.208 0.873
H 1.623 1.034 1.960
O 3.892 -2.291 0.120
Cl 2.541 -2.687 0.349
O 2.437 -3.752 1.297
O 1.832 -1.514 0.938
O 1.884 -3.026 -0.880
N -0.895 -2.199 -0.122
C -1.076 -2.782 1.220
C -1.487 -1.685 2.186
N -0.529 -0.564 2.052
H -1.786 -2.053 -0.582
H -0.320 -2.810 -0.697
H -0.121 -3.214 1.520
H -1.824 -3.578 1.228
H -1.509 -2.068 3.208
H -2.475 -1.311 1.940
H 0.322 -0.800 2.559
H -0.901 0.288 2.456
F -3.084 -0.394 0.023
C -2.635 0.786 -0.491
C -1.275 1.061 -0.537
C -1.007 2.278 -1.165
F 0.261 2.701 -1.374
C -1.972 3.144 -1.651
F -1.622 4.295 -2.235
C -3.309 2.815 -1.546
F -4.253 3.633 -2.013
C -3.642 1.611 -0.963
F -4.926 1.248 -0.867
```

Total energy: -55026.6484 eV
HOMO energy (spin up / spin down): -8.7 / -8.4 eV
Gap between HOMO and LUMO (spin up / spin down): 8.95 / 7.82 eV
Energy above the lowest of the compared OMol25 structures with the same formula, charge and spin: 0.0 kcal/mol
<S²>: 0.75
2S+1: 2

***

Record 2
Below is 7 unconnected molecules or ions with the total composition C26H46N3O21P3, with properties calculated with wB97M-V/def2-TZVPD.

Geometry as XYZ:
```
99
Properties=species:S:1:pos:R:3
N 7.087 -5.950 4.857
P 6.103 -5.079 5.845
C 4.739 -4.114 4.843
C 3.438 -4.873 4.138
C 2.279 -4.070 3.249
N 1.185 -4.910 2.655
C 0.219 -4.094 1.844
C 0.340 -2.478 1.688
N 1.388 -1.594 2.304
C 2.356 -2.456 3.063
C 3.640 -1.674 3.787
C 4.801 -2.469 4.637
P 6.236 -1.360 5.344
P 7.386 -0.821 3.530
O 8.157 0.559 3.666
O 8.477 -2.192 3.246
O 6.328 -0.730 2.108
H 8.094 -5.634 4.991
H 5.414 -6.015 6.719
H 6.980 -4.195 6.586
H 3.378 -6.048 4.299
H -0.673 -4.651 1.291
H -0.486 -1.939 1.017
H 3.726 -0.507 3.637
H 5.614 -0.190 5.914
H 8.034 -2.755 2.532
H 6.965 -0.875 1.325
C -0.949 -2.422 -3.760
O -2.369 -2.554 -3.786
C -2.970 -2.365 -2.584
O -2.405 -2.102 -1.534
O -4.307 -2.518 -2.753
C -5.073 -2.346 -1.562
H -0.575 -2.594 -4.774
H -0.661 -1.412 -3.453
H -0.504 -3.171 -3.098
H -4.949 -1.332 -1.167
H -4.792 -3.092 -0.812
H -6.127 -2.491 -1.814
C 6.260 2.450 3.206
O 5.605 3.407 2.375
C 6.281 4.574 2.228
O 7.358 4.848 2.733
O 5.550 5.385 1.421
C 6.144 6.658 1.176
H 5.631 1.557 3.253
H 7.228 2.168 2.780
H 6.381 2.840 4.222
H 7.107 6.544 0.669
H 6.260 7.216 2.111
H 5.475 7.222 0.520
C -2.467 -8.611 -6.352
O -3.432 -7.957 -5.530
C -3.623 -6.647 -5.829
O -3.053 -6.022 -6.709
O -4.557 -6.153 -4.978
C -4.862 -4.774 -5.177
H -2.396 -9.652 -6.025
H -2.782 -8.601 -7.400
H -1.483 -8.146 -6.237
H -5.273 -4.610 -6.178
H -3.973 -4.155 -5.015
H -5.620 -4.486 -4.443
C 3.541 3.909 9.563
O 4.933 4.221 9.559
C 5.670 3.471 8.701
O 5.244 2.591 7.969
O 6.964 3.870 8.798
C 7.862 3.162 7.946
H 3.050 4.569 10.284
H 3.102 4.089 8.577
H 3.379 2.873 9.878
H 7.595 3.312 6.894
H 7.872 2.096 8.195
H 8.866 3.563 8.106
C -3.967 0.005 -5.203
O -4.932 0.660 -4.382
C -5.123 1.970 -4.680
O -4.553 2.595 -5.561
O -6.057 2.463 -3.829
C -6.362 3.842 -4.028
H -3.896 -1.036 -4.876
H -4.282 0.016 -6.252
H -2.983 0.471 -5.089
H -6.773 4.007 -5.029
H -5.473 4.461 -3.866
H -7.120 4.130 -3.294
C -11.579 7.171 -4.725
O -10.298 6.666 -5.096
C -10.327 5.759 -6.106
O -11.325 5.367 -6.689
O -9.052 5.366 -6.354
C -8.928 4.405 -7.401
H -11.436 7.887 -3.910
H -12.046 7.695 -5.565
H -12.223 6.363 -4.364
H -9.289 4.818 -8.348
H -9.466 3.486 -7.148
H -7.868 4.163 -7.513
```

Total energy: -103030.2630 eV
HOMO energy: -8.6 eV
Gap between HOMO and LUMO: 6.78 eV

***

Record 3
Below is 2 unconnected molecules or ions with the total composition C56H64N4O4, with properties calculated with wB97M-V/def2-TZVPD.

Geometry as XYZ:
```
128
Properties=species:S:1:pos:R:3
C -1.569 1.078 -2.173
C -2.310 2.094 -1.324
C -1.393 3.304 -1.096
C -3.514 2.569 -2.146
C -2.836 1.562 0.047
C -3.432 2.541 0.853
C -3.962 2.223 2.094
C -4.043 0.890 2.493
C -3.585 -0.159 1.691
C -4.140 -1.592 2.029
C -3.087 -2.680 2.143
C -5.178 -1.954 0.960
C -4.825 -1.626 3.408
C -2.767 0.231 0.553
N -1.612 -0.542 0.200
C -0.322 -0.138 0.526
C -0.028 1.122 0.990
C 1.299 1.681 1.072
C 2.218 1.588 -0.014
C 3.560 1.818 0.204
C 3.956 2.163 1.519
N 5.195 1.606 1.936
O 5.576 1.721 3.118
O 5.814 0.939 1.065
C 3.038 2.598 2.501
C 1.699 2.348 2.270
N 0.465 -1.275 0.519
C 1.777 -1.438 1.093
C 2.014 -1.196 2.487
C 0.975 -1.327 3.671
C 1.504 -0.661 4.951
C 0.706 -2.824 3.899
C -0.367 -0.673 3.422
C 3.360 -1.046 2.863
C 4.370 -1.680 2.137
C 4.044 -2.254 0.923
C 2.839 -1.915 0.284
C 2.942 -2.088 -1.264
C 4.272 -1.451 -1.724
C 1.866 -1.410 -2.088
C 2.989 -3.585 -1.592
C -0.292 -2.306 -0.037
C -1.527 -1.829 -0.296
H -2.213 0.234 -2.444
H -1.245 1.573 -3.100
H -0.668 0.712 -1.675
H -1.943 4.171 -0.708
H -0.594 3.055 -0.392
H -0.922 3.603 -2.040
H -4.102 3.328 -1.620
H -3.174 3.003 -3.094
H -4.176 1.728 -2.383
H -3.496 3.571 0.492
H -4.361 3.009 2.741
H -4.549 0.679 3.435
H -2.300 -2.388 2.843
H -3.549 -3.601 2.533
H -2.628 -2.947 1.194
H -6.035 -1.270 1.013
H -4.758 -1.896 -0.052
H -5.550 -2.972 1.123
H -5.752 -1.041 3.441
H -5.090 -2.659 3.669
H -4.136 -1.279 4.191
H -0.879 1.703 1.338
H 1.845 1.339 -1.011
H 4.314 1.693 -0.572
H 3.405 3.055 3.417
H 0.923 2.602 3.003
H 1.860 0.358 4.740
H 0.699 -0.554 5.693
H 2.310 -1.234 5.426
H 0.276 -3.283 2.997
H 1.622 -3.368 4.163
H -0.019 -2.967 4.713
H -0.896 -1.129 2.589
H -1.012 -0.782 4.307
H -0.256 0.399 3.233
H 3.629 -0.520 3.781
H 5.384 -1.747 2.541
H 4.766 -2.885 0.401
H 5.153 -2.029 -1.417
H 4.298 -1.377 -2.817
H 4.369 -0.432 -1.328
H 0.895 -1.902 -2.018
H 1.769 -0.361 -1.794
H 2.167 -1.435 -3.148
H 2.074 -4.095 -1.265
H 3.086 -3.722 -2.676
H 3.841 -4.080 -1.113
H 0.126 -3.291 -0.169
H -2.374 -2.301 -0.769
O -1.548 -2.205 9.427
C -2.738 -1.830 9.457
O -3.430 -1.108 10.199
C -3.540 -2.323 8.183
C -5.018 -2.648 8.473
C -5.729 -1.400 8.084
C -4.831 -0.520 7.442
C -5.204 0.798 7.177
C -6.547 1.164 7.345
C -7.467 0.250 7.875
C -7.047 -1.015 8.306
N -3.567 -1.114 7.363
C -2.435 -0.587 6.857
C -2.361 0.639 6.159
C -1.441 1.602 6.534
C -1.490 2.965 6.082
C -1.192 4.026 6.977
C -1.406 5.342 6.590
C -1.898 5.622 5.305
C -2.155 4.583 4.395
C -1.954 3.259 4.779
H -2.958 -3.129 7.715
H -5.331 -3.489 7.842
H -5.163 -2.947 9.518
H -4.440 1.523 6.901
H -6.872 2.172 7.078
H -8.518 0.542 7.965
H -7.740 -1.692 8.808
H -1.526 -1.164 7.072
H -3.082 0.848 5.354
H -0.789 1.379 7.382
H -0.823 3.780 7.976
H -1.186 6.151 7.288
H -2.089 6.654 5.011
H -2.533 4.797 3.393
H -2.158 2.424 4.099
```

Total energy: -73254.6403 eV
HOMO energy: -6.8 eV
Gap between HOMO and LUMO: 5.29 eV
Energy above the lowest of the compared OMol25 structures with the same formula, charge and spin: 7.2 kcal/mol

***

Number 1 is which compound? C11H14ClF5N3O5Ru

***

The highest total energy belongs to which entry? C11H14ClF5N3O5Ru